No. 1
{"formula": "C34H33Cl2F5O", "method": "wB97M-V/def2-TZVPD", "e_lumo_ev": 0.230, "orbital_gap_ev": 8.10, "homo_ev": -7.87, "symbols": ["F", "C", "C", "C", "C", "C", "C", "H", "H", "H", "H", "H", "F", "C", "C", "C", "C", "C", "C", "H", "H", "H", "H", "H", "F", "C", "C", "C", "C", "C", "C", "H", "H", "H", "H", "H", "F", "C", "C", "C", "C", "C", "C", "H", "H", "H", "H", "H", "F", "C", "C", "C", "C", "C", "C", "H", "H", "H", "H", "H", "C", "Cl", "Cl", "H", "H", "C", "C", "O", "C", "H", "H", "H", "H", "H", "H"], "positions_angstrom": [[-3.83, 4.31, -4.88], [-3.00, 3.90, -3.93], [-2.75, 2.53, -3.75], [-1.93, 2.14, -2.66], [-1.31, 2.98, -1.83], [-1.54, 4.35, -2.05], [-2.38, 4.83, -3.10], [-3.13, 1.78, -4.43], [-1.90, 1.10, -2.35], [-0.74, 2.53, -1.02], [-1.14, 5.11, -1.39], [-2.64, 5.88, -3.17], [1.69, -4.06, 2.85], [0.56, -3.52, 2.36], [-0.56, -4.32, 2.06], [-1.73, -3.70, 1.48], [-1.69, -2.42, 1.11], [-0.54, -1.62, 1.25], [0.68, -2.21, 1.82], [-0.59, -5.36, 2.33], [-2.61, -4.27, 1.27], [-2.58, -1.99, 0.67], [-0.47, -0.66, 0.76], [1.63, -1.70, 1.91], [1.86, -3.55, 1.17], [2.47, -3.18, 0.02], [1.94, -2.10, -0.65], [2.53, -1.67, -1.88], [3.69, -2.31, -2.35], [4.35, -3.26, -1.57], [3.76, -3.71, -0.30], [1.02, -1.67, -0.28], [2.09, -0.97, -2.56], [4.08, -2.04, -3.32], [5.26, -3.73, -1.94], [4.11, -4.56, 0.26], [-0.78, 3.22, 1.73], [-0.68, 2.59, 2.91], [-1.36, 1.44, 3.08], [-1.15, 0.62, 4.21], [-0.40, 1.09, 5.30], [0.20, 2.34, 5.15], [0.12, 3.06, 3.95], [-1.97, 1.14, 2.23], [-1.65, -0.32, 4.38], [-0.32, 0.54, 6.23], [0.88, 2.61, 5.94], [0.59, 4.01, 3.75], [-0.21, -0.43, -0.40], [-1.27, -0.35, -1.17], [-2.49, 0.03, -0.66], [-3.53, 0.21, -1.51], [-3.45, -0.20, -2.90], [-2.21, -0.69, -3.34], [-1.11, -0.75, -2.50], [-2.56, 0.20, 0.40], [-4.47, 0.57, -1.11], [-4.25, -0.25, -3.63], [-1.99, -0.95, -4.37], [-0.18, -1.14, -2.88], [3.89, -0.74, 0.67], [5.02, -0.86, 2.07], [4.54, -0.04, -0.78], [3.38, -1.67, 0.45], [3.15, 0.02, 0.93], [1.30, 1.49, -1.19], [1.25, 0.65, 0.07], [1.64, -0.44, 0.07], [0.46, 1.18, 1.26], [0.54, 1.25, -1.92], [2.15, 1.15, -1.78], [1.43, 2.56, -1.02], [1.10, 1.83, 1.85], [-0.01, 0.36, 1.81], [-0.29, 1.81, 0.78]]}


No. 2
{"formula": "C39H31N6O4Ru", "method": "wB97M-V/def2-TZVPD", "e_above_lowest_kj_mol": 0.0, "multiplicity": 2, "e_lumo_ev": [-1.155, -2.013], "orbital_gap_ev": [6.90, 6.04], "homo_ev": [-8.06, -8.05], "symbols": ["Ru", "O", "C", "O", "C", "C", "C", "N", "C", "C", "C", "C", "C", "C", "C", "N", "C", "C", "C", "C", "C", "N", "H", "H", "H", "H", "H", "H", "H", "H", "H", "H", "C", "C", "C", "C", "C", "C", "C", "C", "N", "C", "O", "C", "C", "C", "C", "C", "N", "C", "O", "N", "C", "C", "C", "C", "C", "C", "C", "C", "H", "H", "H", "H", "H", "H", "H", "H", "H", "H", "H", "H", "H", "H", "H", "H", "H", "H", "H", "H", "H"], "positions_angstrom": [[-0.72, -0.26, 0.08], [5.68, 0.17, 2.43], [5.31, 0.75, 1.40], [5.92, 1.38, 0.52], [3.79, 0.60, 1.12], [2.98, -0.12, 2.00], [1.64, -0.27, 1.71], [1.13, 0.27, 0.60], [1.87, 0.97, -0.26], [3.22, 1.16, -0.02], [1.10, 1.43, -1.43], [1.60, 2.32, -2.36], [0.80, 2.70, -3.43], [-0.46, 2.15, -3.55], [-0.89, 1.26, -2.59], [-0.15, 0.92, -1.55], [0.65, -1.02, 2.52], [0.95, -1.56, 3.76], [-0.02, -2.26, 4.45], [-1.27, -2.42, 3.88], [-1.51, -1.85, 2.65], [-0.58, -1.18, 1.98], [3.47, -0.55, 2.86], [3.88, 1.70, -0.69], [2.59, 2.73, -2.24], [1.17, 3.41, -4.16], [-1.11, 2.41, -4.38], [-1.87, 0.79, -2.65], [1.94, -1.42, 4.18], [0.21, -2.69, 5.42], [-2.06, -2.96, 4.39], [-2.48, -1.94, 2.17], [1.40, -3.90, 0.72], [2.00, -3.07, -0.37], [3.37, -3.13, -0.59], [3.95, -2.51, -1.69], [3.14, -1.89, -2.62], [1.76, -1.81, -2.43], [0.90, -1.27, -3.54], [1.21, -2.31, -1.25], [-0.14, -1.99, -0.89], [-1.12, -2.90, -1.13], [-1.00, -4.02, -1.59], [-2.49, -2.37, -0.76], [-3.68, -3.08, -0.84], [-4.85, -2.46, -0.42], [-4.82, -1.16, 0.08], [-3.60, -0.51, 0.13], [-2.50, -1.12, -0.30], [-3.36, 0.90, 0.62], [-4.29, 1.59, 1.01], [-2.04, 1.24, 0.56], [-1.68, 2.62, 0.64], [-2.06, 3.52, -0.38], [-3.04, 3.15, -1.46], [-1.53, 4.80, -0.37], [-0.67, 5.22, 0.63], [-0.36, 4.35, 1.66], [-0.86, 3.06, 1.69], [-0.55, 2.18, 2.87], [2.10, -4.04, 1.55], [1.14, -4.89, 0.32], [0.47, -3.49, 1.11], [3.99, -3.68, 0.11], [5.02, -2.54, -1.83], [3.57, -1.48, -3.53], [1.04, -1.88, -4.43], [1.18, -0.24, -3.81], [-0.15, -1.29, -3.29], [-3.65, -4.09, -1.22], [-5.79, -2.99, -0.47], [-5.71, -0.65, 0.43], [-2.97, 2.11, -1.76], [-2.89, 3.78, -2.34], [-4.06, 3.30, -1.09], [-1.81, 5.48, -1.17], [-0.27, 6.22, 0.62], [0.28, 4.68, 2.48], [-0.62, 2.77, 3.79], [0.47, 1.79, 2.83], [-1.24, 1.35, 2.95]]}


No. 3
{"formula": "C4H8O2", "method": "wB97M-V/def2-TZVPD", "e_above_lowest_kj_mol": 243.4, "e_lumo_ev": 0.977, "orbital_gap_ev": 10.84, "homo_ev": -9.86, "symbols": ["O", "C", "C", "C", "C", "O", "H", "H", "H", "H", "H", "H", "H", "H"], "positions_angstrom": [[0.35, -0.54, -2.15], [1.17, 0.06, -1.16], [0.49, 0.25, 0.21], [-1.02, 0.25, 0.18], [-0.87, -0.09, 1.65], [0.40, -0.72, 1.32], [0.26, -1.48, -1.96], [2.16, -0.40, -1.11], [1.30, 1.09, -1.52], [0.95, 1.13, 0.66], [-1.61, 1.06, -0.24], [-1.29, -0.70, -0.30], [-1.62, -0.73, 2.12], [-0.70, 0.80, 2.29]]}


No. 4
{"formula": "C7H16BNO2", "method": "wB97M-V/def2-TZVPD", "e_above_lowest_kj_mol": 246.9, "e_lumo_ev": 0.524, "orbital_gap_ev": 9.85, "smiles": "CB(N)CCCCOC(C)=O", "homo_ev": -9.33, "symbols": ["C", "B", "N", "C", "C", "C", "C", "O", "C", "C", "O", "H", "H", "H", "H", "H", "H", "H", "H", "H", "H", "H", "H", "H", "H", "H", "H"], "positions_angstrom": [[-0.62, 1.09, -2.00], [-1.52, 1.62, -0.72], [-3.00, 1.94, -1.02], [-0.98, 1.85, 0.82], [0.26, 0.80, 1.22], [-0.40, -0.59, 1.79], [0.65, -1.86, 1.88], [1.82, -1.76, 1.00], [1.53, -2.18, -0.38], [2.57, -1.65, -1.58], [0.55, -2.99, -0.78], [0.47, 1.55, -1.98], [-0.55, -0.10, -2.05], [-1.13, 1.51, -2.98], [-3.01, 2.96, -1.24], [-3.59, 1.70, -0.20], [-0.59, 2.97, 0.96], [-1.88, 1.74, 1.59], [0.94, 1.28, 2.06], [0.93, 0.61, 0.28], [-0.73, -0.37, 2.92], [-1.42, -0.85, 1.22], [1.07, -1.86, 3.00], [0.05, -2.87, 1.78], [2.18, -0.64, -2.03], [2.71, -2.47, -2.42], [3.67, -1.45, -1.15]]}


No. 5
{"formula": "C13H11N5O2S2", "method": "wB97M-V/def2-TZVPD", "e_above_lowest_kj_mol": 0.0, "e_lumo_ev": 0.055, "orbital_gap_ev": 8.75, "smiles": "Cc1csc(NC(=O)CSc2nnc(-c3ccncc3)o2)n1", "homo_ev": -8.69, "symbols": ["C", "C", "C", "S", "C", "N", "C", "O", "C", "S", "C", "N", "N", "C", "C", "C", "C", "N", "C", "C", "O", "N", "H", "H", "H", "H", "H", "H", "H", "H", "H", "H", "H"], "positions_angstrom": [[-3.39, -2.87, 0.34], [-4.23, -1.67, 0.12], [-5.58, -1.64, -0.08], [-6.14, -0.02, -0.29], [-4.47, 0.51, -0.09], [-4.18, 1.84, -0.15], [-2.95, 2.46, -0.07], [-2.86, 3.66, -0.15], [-1.77, 1.54, 0.11], [-0.27, 2.58, 0.16], [0.86, 1.29, 0.05], [0.62, 0.02, -0.06], [1.81, -0.59, -0.13], [2.73, 0.32, -0.05], [4.16, 0.12, -0.08], [4.68, -1.17, -0.20], [6.06, -1.31, -0.22], [6.90, -0.29, -0.13], [6.40, 0.93, -0.02], [5.04, 1.20, 0.01], [2.18, 1.56, 0.06], [-3.64, -0.44, 0.11], [-3.02, -2.88, 1.37], [-3.97, -3.78, 0.17], [-2.54, -2.85, -0.32], [-6.27, -2.46, -0.12], [-4.96, 2.48, -0.29], [-1.85, 0.98, 1.04], [-1.68, 0.82, -0.70], [4.02, -2.01, -0.27], [6.52, -2.28, -0.31], [7.12, 1.73, 0.05], [4.67, 2.21, 0.11]]}


No. 6
{"formula": "C6H10O", "method": "wB97M-V/def2-TZVPD", "e_above_lowest_kj_mol": 77.4, "e_lumo_ev": 0.933, "orbital_gap_ev": 10.41, "smiles": "C=C(CC)CC=O", "homo_ev": -9.48, "symbols": ["C", "C", "C", "C", "C", "C", "O", "H", "H", "H", "H", "H", "H", "H", "H", "H", "H"], "positions_angstrom": [[0.80, 1.31, 0.94], [0.20, 0.19, 0.50], [-1.38, 0.12, 0.47], [-1.95, 0.52, -0.88], [0.82, -1.09, 0.06], [2.34, -1.03, -0.45], [3.10, -0.08, -0.43], [1.88, 1.39, 1.00], [0.23, 2.18, 1.23], [-1.77, 0.79, 1.25], [-1.72, -0.88, 0.75], [-3.04, 0.57, -0.84], [-1.67, -0.19, -1.66], [-1.59, 1.51, -1.18], [0.80, -1.81, 0.88], [0.27, -1.50, -0.79], [2.69, -2.00, -0.86]]}


No. 7
{"formula": "C38H102ClO41S13", "method": "wB97M-V/def2-TZVPD", "e_lumo_ev": 1.387, "orbital_gap_ev": 8.27, "charge": -1, "homo_ev": -6.88, "symbols": ["Cl", "O", "O", "O", "O", "O", "S", "O", "O", "C", "C", "C", "H", "H", "H", "H", "H", "H", "H", "H", "O", "S", "O", "O", "C", "C", "C", "H", "H", "H", "H", "H", "H", "H", "H", "O", "S", "O", "O", "C", "C", "C", "H", "H", "H", "H", "H", "H", "H", "H", "O", "S", "O", "O", "C", "C", "C", "H", "H", "H", "H", "H", "H", "H", "H", "O", "S", "O", "O", "C", "C", "C", "H", "H", "H", "H", "H", "H", "H", "H", "O", "S", "O", "O", "C", "C", "C", "H", "H", "H", "H", "H", "H", "H", "H", "O", "S", "O", "O", "C", "C", "C", "H", "H", "H", "H", "H", "H", "H", "H", "O", "S", "O", "O", "C", "C", "C", "H", "H", "H", "H", "H", "H", "H", "H", "O", "S", "O", "O", "C", "C", "C", "H", "H", "H", "H", "H", "H", "H", "H", "O", "S", "O", "O", "C", "C", "C", "H", "H", "H", "H", "H", "H", "H", "H", "O", "S", "O", "O", "C", "C", "C", "H", "H", "H", "H", "H", "H", "H", "H", "O", "S", "O", "O", "C", "C", "C", "H", "H", "H", "H", "H", "H", "H", "H", "C", "S", "O", "C", "H", "H", "H", "H", "H", "H"], "positions_angstrom": [[0.10, -0.05, 0.11], [-0.27, -1.29, -0.57], [-0.66, 1.03, -0.43], [0.01, -0.23, 1.52], [1.44, 0.20, -0.24], [3.09, -5.41, -0.18], [3.38, -4.66, -1.38], [4.42, -5.05, -2.30], [1.98, -4.50, -2.31], [0.78, -4.44, -1.57], [-0.39, -4.40, -2.59], [3.51, -2.85, -0.97], [0.76, -3.64, -0.83], [0.72, -5.37, -1.01], [-0.18, -5.11, -3.40], [-0.36, -3.41, -3.03], [-1.37, -4.70, -2.22], [4.00, -2.27, -1.76], [4.11, -2.89, -0.06], [2.49, -2.47, -0.85], [3.59, 3.68, -5.08], [3.56, 4.19, -3.73], [4.17, 5.47, -3.40], [1.98, 4.27, -3.11], [1.70, 4.95, -1.88], [0.74, 4.13, -1.05], [4.18, 2.85, -2.65], [1.25, 5.91, -2.10], [2.66, 5.17, -1.43], [0.56, 4.67, -0.12], [1.22, 3.16, -0.92], [-0.21, 3.98, -1.57], [4.36, 3.26, -1.66], [5.10, 2.40, -3.04], [3.39, 2.11, -2.53], [5.35, 0.99, 2.94], [5.99, 1.08, 1.61], [6.89, 2.10, 1.18], [6.59, -0.37, 1.23], [7.24, -0.59, 0.02], [8.42, -1.48, 0.31], [4.60, 0.97, 0.42], [7.49, 0.32, -0.53], [6.59, -1.16, -0.65], [9.21, -1.50, -0.44], [8.25, -2.55, 0.45], [8.95, -1.31, 1.24], [4.01, 1.89, 0.49], [3.99, 0.14, 0.78], [4.97, 0.76, -0.58], [-4.51, 3.22, -4.70], [-3.34, 2.82, -3.96], [-2.74, 1.52, -4.15], [-2.15, 3.98, -4.10], [-2.46, 5.33, -3.99], [-1.26, 6.06, -4.38], [-3.60, 3.02, -2.18], [-2.61, 5.69, -2.98], [-3.28, 5.63, -4.64], [-1.27, 7.15, -4.32], [-0.84, 5.89, -5.37], [-0.49, 5.86, -3.63], [-4.18, 2.17, -1.80], [-4.35, 3.79, -2.00], [-2.68, 2.97, -1.60], [-5.07, 0.45, -0.14], [-4.84, 0.49, 1.29], [-5.14, 1.64, 2.13], [-5.69, -0.80, 1.97], [-7.08, -0.69, 1.82], [-7.70, -1.79, 2.63], [-3.12, -0.11, 1.59], [-7.36, -0.86, 0.78], [-7.48, 0.27, 2.14], [-7.29, -1.93, 3.63], [-7.75, -2.70, 2.02], [-8.70, -1.41, 2.85], [-3.05, -1.03, 1.01], [-3.01, -0.24, 2.67], [-2.47, 0.69, 1.24], [-5.17, -3.47, -3.71], [-4.10, -2.70, -4.28], [-2.87, -3.37, -4.81], [-4.77, -1.76, -5.50], [-6.10, -1.26, -5.41], [-6.34, 0.03, -6.27], [-3.62, -1.35, -3.09], [-6.25, -0.99, -4.37], [-6.75, -2.11, -5.62], [-5.79, 0.77, -5.69], [-7.40, 0.24, -6.42], [-5.87, -0.01, -7.26], [-3.51, -1.76, -2.09], [-4.36, -0.55, -3.15], [-2.60, -1.10, -3.37], [1.21, 4.70, 4.52], [-0.02, 5.41, 4.92], [0.07, 6.74, 5.53], [-1.12, 5.49, 3.68], [-1.02, 4.48, 2.70], [-2.40, 4.01, 2.26], [-1.10, 4.22, 6.00], [-0.56, 3.60, 3.14], [-0.35, 4.82, 1.91], [-3.05, 4.89, 2.22], [-2.77, 3.28, 2.98], [-2.33, 3.54, 1.27], [-1.79, 3.76, 5.29], [-1.58, 4.89, 6.72], [-0.43, 3.50, 6.47], [-3.05, -5.87, 0.00], [-3.24, -4.59, 0.65], [-3.87, -3.51, -0.07], [-4.19, -4.83, 2.06], [-4.69, -3.71, 2.76], [-4.89, -4.18, 4.16], [-1.67, -3.99, 1.50], [-5.71, -3.57, 2.41], [-4.10, -2.80, 2.67], [-5.31, -3.44, 4.84], [-3.92, -4.50, 4.57], [-5.63, -4.97, 4.24], [-1.77, -4.20, 2.57], [-1.72, -2.90, 1.47], [-0.83, -4.43, 0.96], [4.71, -0.16, -2.98], [5.95, -0.71, -3.53], [7.22, -0.32, -2.95], [5.81, -2.35, -3.47], [7.03, -3.16, -3.41], [7.48, -3.68, -4.82], [5.95, -0.48, -5.37], [6.89, -4.06, -2.81], [7.86, -2.66, -2.89], [6.69, -4.18, -5.37], [8.36, -4.33, -4.76], [7.89, -2.93, -5.49], [5.97, 0.60, -5.55], [5.07, -1.06, -5.68], [6.83, -0.90, -5.84], [2.70, -0.08, 5.23], [2.23, 1.32, 5.23], [0.93, 1.60, 5.80], [3.41, 2.34, 5.89], [4.75, 1.90, 5.83], [5.65, 3.17, 5.58], [2.34, 1.98, 3.48], [5.03, 1.08, 5.17], [4.96, 1.45, 6.80], [5.75, 3.28, 4.50], [6.63, 3.01, 6.01], [5.27, 4.09, 6.03], [2.87, 1.21, 2.92], [2.87, 2.92, 3.63], [1.29, 2.06, 3.21], [2.20, -2.08, -5.07], [1.80, -0.68, -5.04], [2.79, 0.39, -5.23], [0.55, -0.45, -6.18], [-0.21, -1.58, -6.47], [-1.47, -1.00, -7.12], [0.85, -0.37, -3.53], [-0.47, -2.13, -5.57], [0.28, -2.25, -7.17], [-2.07, -0.51, -6.35], [-2.10, -1.75, -7.59], [-1.07, -0.32, -7.87], [1.57, -0.47, -2.71], [0.02, -1.02, -3.28], [0.59, 0.69, -3.57], [-3.38, -1.75, 6.89], [-3.21, -1.14, 5.58], [-2.59, -1.89, 4.43], [-4.72, -0.62, 5.04], [-5.30, 0.35, 5.89], [-6.76, 0.38, 5.45], [-2.39, 0.47, 5.73], [-4.79, 1.30, 5.72], [-5.18, 0.12, 6.95], [-7.48, 0.98, 6.00], [-7.21, -0.61, 5.43], [-6.68, 0.78, 4.43], [-2.53, 0.96, 6.69], [-2.54, 1.07, 4.83], [-1.34, 0.16, 5.75], [0.87, -3.05, 5.21], [2.33, -3.68, 4.27], [1.90, -4.99, 3.61], [2.09, -2.46, 2.92], [-0.01, -3.21, 4.58], [0.94, -1.99, 5.47], [0.75, -3.49, 6.20], [1.03, -2.52, 2.67], [2.68, -2.65, 2.02], [2.35, -1.46, 3.25]]}


no.,DFT total energy (Eh)
1,-2809.63090
2,-2229.32018
3,-307.61972
4,-506.28583
5,-1722.63339
6,-309.81289
7,-10230.03817